Molecular formula: C29H71Cl8O18P3
Method: DFT, ωB97M-V/def2-TZVPD

Calculated values
* energy above the lowest of the compared OMol25 structures with the same formula, charge and spin: 11.6 kcal per mole
* frontier orbital gap: 9.76 eV

```
! RIJCOSX wB97M-V def2-TZVPD def2/J DEFGRID3
* xyz 0 1
C 6.261 3.026 0.130
O 5.445 2.307 -0.809
P 5.367 0.694 -0.595
O 5.110 0.277 0.798
O 4.221 0.163 -1.604
C 2.845 0.395 -1.320
O 6.709 0.201 -1.229
C 6.852 -0.914 -2.152
H 6.345 2.458 1.027
H 5.747 3.889 0.399
H 7.210 3.293 -0.320
H 2.624 1.453 -1.175
H 2.520 -0.247 -0.451
H 2.344 0.024 -2.228
H 7.563 -0.666 -2.973
H 5.896 -1.190 -2.525
H 7.296 -1.688 -1.527
C 0.689 4.381 0.631
O 0.528 4.840 -0.735
P 0.759 3.895 -1.953
O 0.176 2.548 -1.839
O 2.333 3.793 -2.131
C 3.216 4.922 -1.724
O 0.283 4.863 -3.111
C 0.208 4.402 -4.510
H 1.095 5.238 1.183
H 1.510 3.644 0.668
H -0.260 3.974 0.974
H 3.376 4.969 -0.630
H 2.696 5.761 -2.211
H 4.143 4.640 -2.221
H -0.731 3.818 -4.668
H 1.010 3.816 -4.764
H 0.201 5.272 -5.084
C 1.296 -6.303 2.230
O 1.236 -4.893 2.152
P 1.380 -4.104 0.806
O 1.379 -2.626 0.955
O 0.050 -4.570 0.106
C -0.268 -3.880 -1.091
O 2.597 -4.585 -0.034
C 3.606 -3.666 -0.444
H 2.257 -6.602 1.831
H 0.438 -6.632 1.678
H 1.295 -6.675 3.311
H 0.121 -4.448 -1.982
H 0.145 -2.913 -1.145
H -1.381 -3.812 -1.206
H 4.136 -4.228 -1.136
H 4.092 -3.483 0.549
H 3.239 -2.761 -0.924
C 6.435 -2.831 1.177
O 6.353 -4.030 1.919
C 6.088 -3.915 3.287
C 4.666 -3.812 3.648
O 4.030 -2.641 3.137
C 3.060 -2.037 4.041
C 2.612 -0.711 3.546
O 3.692 0.218 3.603
C 3.364 1.544 3.214
H 7.299 -2.265 1.555
H 5.566 -2.245 1.254
H 6.636 -3.168 0.148
H 6.657 -3.053 3.772
H 6.629 -4.743 3.685
H 4.601 -3.785 4.811
H 4.141 -4.694 3.321
H 3.511 -1.774 5.025
H 2.243 -2.736 4.268
H 1.829 -0.485 4.289
H 2.167 -0.775 2.590
H 3.312 1.691 2.148
H 4.204 2.164 3.486
H 2.363 1.873 3.564
C -4.162 0.802 -6.486
O -3.806 1.953 -5.819
C -5.008 2.518 -5.287
C -4.695 3.627 -4.293
O -4.540 2.965 -3.056
C -4.148 3.741 -1.990
C -5.081 3.605 -0.779
O -6.336 4.150 -1.166
C -7.251 3.949 -0.125
H -4.787 0.093 -5.820
H -3.229 0.189 -6.602
H -4.837 1.022 -7.394
H -5.526 1.761 -4.668
H -5.663 2.853 -6.081
H -5.528 4.317 -4.145
H -3.750 4.152 -4.599
H -4.163 4.874 -2.244
H -3.059 3.640 -1.769
H -4.690 4.117 0.091
H -5.185 2.566 -0.493
H -6.869 4.255 0.863
H -7.643 2.929 -0.028
H -8.090 4.715 -0.319
Cl -6.909 -0.220 1.921
C -5.486 -0.525 2.951
C -4.911 0.859 3.123
Cl -6.016 1.725 4.266
H -4.854 -1.254 2.401
H -5.800 -1.011 3.943
H -4.684 1.466 2.210
H -3.957 0.848 3.678
Cl -6.465 -1.496 -3.416
C -6.913 -1.318 -1.680
C -6.844 -2.692 -1.077
Cl -5.336 -3.596 -1.244
H -7.963 -1.072 -1.657
H -6.400 -0.464 -1.092
H -7.611 -3.267 -1.532
H -7.029 -2.650 -0.040
Cl -3.239 -3.327 3.208
C -1.453 -3.344 2.856
C -0.611 -2.497 3.780
Cl -0.435 -3.106 5.459
H -1.276 -2.931 1.845
H -0.987 -4.334 2.904
H -1.042 -1.480 3.787
H 0.385 -2.502 3.267
Cl -3.820 0.300 -0.202
C -2.335 -0.631 0.228
C -1.217 0.342 0.610
Cl -1.405 1.133 2.244
H -2.017 -1.241 -0.592
H -2.624 -1.348 1.059
H -1.162 1.110 -0.151
H -0.200 -0.126 0.685
*
```



Molecular formula: C29H72O12
Method: DFT, ωB97M-V/def2-TZVPD

Calculated values
* energy above the lowest of the compared OMol25 structures with the same formula, charge and spin: 52.2 kcal per mole
* frontier orbital gap: 10.34 eV

```
! RIJCOSX wB97M-V def2-TZVPD def2/J DEFGRID3
* xyz 0 1
C -5.752 1.986 2.064
O -4.571 2.697 2.584
C -3.309 2.107 2.109
C -1.999 2.529 3.040
C -0.630 2.987 2.208
O 0.256 1.781 2.110
C -0.577 0.748 2.745
O -0.535 -0.508 2.293
O -1.376 1.405 3.792
H -6.568 1.920 2.931
H -6.244 2.495 1.114
H -5.517 0.876 1.755
H -3.067 2.498 1.026
H -3.306 0.924 2.079
H -2.378 3.386 3.745
H -0.785 3.333 1.084
H -0.082 3.756 2.906
C 3.797 -1.840 2.481
C 3.633 -2.059 0.985
C 3.791 -0.758 0.214
O 2.344 -2.609 0.726
H 3.035 -1.151 2.861
H 3.669 -2.783 3.024
H 4.785 -1.433 2.714
H 4.375 -2.785 0.636
H 3.029 -0.030 0.515
H 3.658 -0.928 -0.860
H 4.779 -0.318 0.380
H 1.679 -1.970 1.033
C 7.819 0.491 0.872
C 8.543 0.403 -0.462
C 7.765 -0.438 -1.461
O 9.832 -0.172 -0.263
H 7.698 -0.503 1.318
H 8.396 1.089 1.585
H 6.829 0.943 0.755
H 8.692 1.410 -0.866
H 7.643 -1.465 -1.097
H 8.304 -0.503 -2.412
H 6.774 -0.013 -1.648
H 9.710 -1.066 0.096
C 1.867 5.445 -1.391
C 1.397 4.000 -1.450
C 1.434 3.462 -2.871
O 0.066 3.916 -0.948
H 1.220 6.092 -1.993
H 1.823 5.822 -0.364
H 2.894 5.541 -1.756
H 2.030 3.380 -0.805
H 0.771 4.040 -3.526
H 1.082 2.426 -2.900
H 2.448 3.499 -3.281
H -0.504 4.463 -1.514
C -9.523 0.334 1.105
C -8.619 -0.529 0.241
C -9.130 -1.959 0.159
O -7.302 -0.529 0.787
H -9.565 -0.047 2.131
H -9.136 1.357 1.164
H -10.540 0.367 0.702
H -8.556 -0.103 -0.767
H -9.158 -2.422 1.152
H -8.462 -2.572 -0.456
H -10.135 -1.995 -0.272
H -7.348 -0.905 1.681
C -7.564 -2.954 5.906
C -6.654 -2.984 4.689
C -5.209 -2.703 5.071
O -7.092 -2.009 3.747
H -7.547 -1.968 6.384
H -8.602 -3.146 5.615
H -7.263 -3.705 6.643
H -6.722 -3.963 4.202
H -5.109 -1.708 5.519
H -4.567 -2.716 4.183
H -4.837 -3.446 5.783
H -7.035 -1.136 4.171
C 11.626 -3.728 -4.293
C 10.898 -2.402 -4.138
C 11.452 -1.597 -2.974
O 9.510 -2.648 -3.924
H 11.511 -4.345 -3.395
H 11.209 -4.302 -5.127
H 12.694 -3.572 -4.474
H 10.989 -1.822 -5.063
H 11.330 -2.140 -2.029
H 10.910 -0.652 -2.867
H 12.515 -1.378 -3.116
H 9.420 -3.163 -3.105
C 6.074 7.808 -3.895
C 5.604 6.364 -3.954
C 5.641 5.826 -5.376
O 4.273 6.279 -3.452
H 5.427 8.456 -4.497
H 6.030 8.186 -2.868
H 7.101 7.904 -4.260
H 6.237 5.744 -3.310
H 4.978 6.403 -6.030
H 5.289 4.789 -5.404
H 6.655 5.863 -5.785
H 3.704 6.826 -4.018
C -10.991 -6.189 1.202
C -10.550 -5.783 -0.195
C -10.545 -6.972 -1.142
O -9.240 -5.224 -0.132
H -10.309 -6.932 1.629
H -10.978 -5.325 1.876
H -12.002 -6.608 1.191
H -11.219 -5.007 -0.582
H -9.847 -7.744 -0.799
H -10.214 -6.668 -2.140
H -11.543 -7.415 -1.224
H -8.639 -5.906 0.210
*
```



Values for LUMO, eV, ordered as above
0.48; 0.59